Entry 1:
Here is the molecule C3H4BrNO in a non-equilibrium geometry from OMol25. Energies are from wB97M-V/def2-TZVPD.

```
10
Properties=species:S:1:pos:R:3:forces:R:3:mulliken_charge:R:1
C -0.968 -0.602 0.710 -0.252 0.576 3.055 0.03
C -0.495 0.660 0.109 -0.550 -2.755 -4.414 -0.51
C 0.769 0.081 -0.706 -0.803 -0.046 0.234 -0.15
N -0.331 -1.632 0.339 -0.577 -0.579 0.626 -0.27
O 0.649 -1.293 -0.585 -0.180 -0.335 -0.062 -0.19
Br 2.532 0.673 0.076 -0.603 -0.018 0.108 -0.20
H -1.693 -0.571 1.641 1.335 -0.666 -2.375 0.30
H -1.371 1.058 -0.454 0.985 0.024 -0.253 0.25
H -0.064 1.384 0.626 1.125 3.156 3.198 0.39
H 0.972 0.241 -1.754 -0.480 0.642 -0.116 0.35
```
Positions in Å, forces in eV/Å.

Output
* energy above the lowest of the compared OMol25 structures with the same formula, charge and spin: 51.8 kcal per mole
* total charge: 0
* HOMO level: -10.00 eV
* electronic energy: -76753.2732 eV
* max |F|: 5.23 eV/A
* E_LUMO: 0.800 eV
* SMILES string: Br[C@@H]1CC=NO1

Entry 2:
Here is the molecule C3H4BrNO in a non-equilibrium geometry from OMol25. Energies are from wB97M-V/def2-TZVPD.

```
10
Properties=species:S:1:pos:R:3:forces:R:3:mulliken_charge:R:1
C 0.409 0.444 0.986 0.190 -0.143 0.672 0.27
C 0.689 -0.389 -0.037 -1.631 -0.756 -1.895 -0.71
C -2.644 0.070 0.355 -1.404 2.609 4.629 -0.12
N -0.713 0.901 1.612 1.312 0.539 1.349 -0.42
O -1.972 0.643 1.339 -0.078 -0.680 -1.470 -0.05
Br -4.433 0.375 0.806 -0.321 -0.405 -0.671 -0.11
H 1.276 0.813 1.615 -1.052 -0.170 -1.102 0.29
H -0.051 -0.963 -0.720 1.101 1.263 1.474 0.15
H 1.701 -0.407 -0.398 0.298 -0.353 0.210 0.26
H -2.387 -0.414 -0.471 1.585 -1.904 -3.195 0.44
```
Positions in Å, forces in eV/Å.

Output
* energy above the lowest of the compared OMol25 structures with the same formula, charge and spin: 131.0 kcal per mole
* total charge: 0
* HOMO level (alpha / beta): -8.54 / -8.05 eV
* electronic energy: -76749.8385 eV
* max |F|: 5.50 eV/A
* E_LUMO (alpha / beta): -0.201 / -0.835 eV

Entry 3:
Here is a cluster of 2 separate species, C3H4BrNO in total in a non-equilibrium geometry from OMol25. Energies are from wB97M-V/def2-TZVPD.

```
10
Properties=species:S:1:pos:R:3:forces:R:3:mulliken_charge:R:1
C -0.182 -0.766 -0.055 -0.892 -0.365 0.117 -0.24
C -1.530 -0.809 0.113 0.874 -0.666 -0.083 -0.24
C -0.900 1.214 -0.024 1.029 0.043 -0.075 -0.01
N 0.201 0.543 -0.138 0.098 0.767 -0.043 -0.33
O -1.985 0.459 0.133 -0.604 0.304 0.050 -0.29
Br 4.218 -0.088 -0.003 0.447 -0.163 0.030 -0.24
H 0.524 -1.568 -0.124 0.094 -0.235 0.009 0.37
H 2.882 0.336 -0.091 -0.597 0.206 -0.037 0.23
H -2.237 -1.604 0.227 -0.191 -0.050 0.016 0.37
H -0.991 2.282 -0.039 -0.258 0.158 0.018 0.38
```
Positions in Å, forces in eV/Å.

Output
* energy above the lowest of the compared OMol25 structures with the same formula, charge and spin: 5.3 kcal per mole
* total charge: 0
* HOMO level: -9.74 eV
* electronic energy: -76755.2916 eV
* max |F|: 1.10 eV/A
* E_LUMO: 0.891 eV
* SMILES string: c1cocn1.Br

Entry 4:
Here is a cluster of 2 separate species, C3H4BrNO2 in total in a non-equilibrium geometry from OMol25. Energies are from wB97M-V/def2-TZVPD.

```
11
Properties=species:S:1:pos:R:3:forces:R:3:mulliken_charge:R:1
C 1.076 0.713 -0.015 0.140 -0.196 -0.143 0.10
C 3.492 0.161 -0.369 -0.840 -5.953 1.553 0.07
C 1.169 1.913 -1.001 3.160 -2.244 0.011 -1.05
N 4.162 1.033 -0.672 -0.723 5.942 -0.953 0.46
O 0.838 0.742 1.171 -0.263 1.042 -0.298 -0.49
O 4.094 2.250 -0.890 2.340 -0.095 -0.517 -0.58
Br 3.318 -1.492 0.328 0.519 -0.332 0.083 0.04
H 1.318 -0.332 -0.335 -0.612 0.892 -1.055 0.41
H 2.164 2.419 -0.879 -0.612 -0.118 0.983 0.34
H 1.460 1.620 -2.042 -1.589 -0.150 0.504 0.32
H 0.435 2.619 -0.805 -1.521 1.211 -0.167 0.39
```
Positions in Å, forces in eV/Å.

Output
* energy above the lowest of the compared OMol25 structures with the same formula, charge and spin: 114.4 kcal per mole
* total charge: 0
* HOMO level: -9.81 eV
* electronic energy: -78797.7621 eV
* max |F|: 6.21 eV/A
* E_LUMO: -0.959 eV
* SMILES string: [O-][N+]#CBr.CC=O

Entry 5:
Here is a cluster of 2 separate species, C3H4BrNO3 in total in a non-equilibrium geometry from OMol25. Energies are from wB97M-V/def2-TZVPD.

```
12
Properties=species:S:1:pos:R:3:forces:R:3:mulliken_charge:R:1
C -0.760 1.151 0.578 -1.318 -0.392 -0.484 0.72
C -0.935 -0.980 -0.195 -2.017 -1.219 -1.514 -0.22
C 0.556 0.475 0.713 0.508 -5.315 -0.399 -0.05
N 0.306 -0.925 0.479 0.539 6.607 -0.220 -0.18
O -1.131 2.193 1.010 0.515 0.373 0.070 -0.51
O -1.591 0.306 -0.131 1.218 0.207 1.077 -0.28
O 1.538 0.741 1.622 -1.470 -0.791 -1.730 -0.38
Br 0.289 -1.932 2.212 0.257 -2.248 2.801 -0.15
H -0.657 -1.075 -1.283 -0.776 -0.657 0.821 0.30
H -1.723 -1.806 0.255 2.382 1.995 -1.339 0.24
H 1.192 1.118 -0.839 -0.065 -0.086 0.280 0.16
H 1.427 1.662 1.791 0.229 1.525 0.639 0.33
```
Positions in Å, forces in eV/Å.

Output
* energy above the lowest of the compared OMol25 structures with the same formula, charge and spin: 8.9 kcal per mole
* expectation value of S²: 2.027
* total charge: 0
* HOMO level (alpha / beta): -7.23 / -9.86 eV
* electronic energy: -80844.5305 eV
* max |F|: 6.63 eV/A
* E_LUMO (alpha / beta): -0.722 / -3.360 eV
* multiplicity: 3

Entry 6:
Here is a structure of composition C3H4BrO3Pd in a non-equilibrium geometry from OMol25. Energies are from wB97M-V/def2-TZVPD.

```
12
Properties=species:S:1:pos:R:3:forces:R:3:mulliken_charge:R:1
Pd 1.948 2.970 3.266 0.032 -2.357 -0.757 0.77
Br 2.029 0.379 2.396 -0.135 2.320 0.793 0.20
C -0.450 0.495 -1.204 0.717 -1.880 1.733 -0.20
C 0.452 -0.740 -0.875 -0.059 0.184 -0.307 -0.25
O -0.326 -1.561 0.041 -1.230 -0.181 -0.050 -0.32
C -1.390 -0.842 0.563 -0.058 0.952 0.621 0.71
O -2.210 -1.093 1.438 2.888 0.073 -2.825 -0.50
O -1.276 0.412 -0.002 -1.160 1.169 -0.565 -0.35
H -0.967 0.359 -2.154 -0.631 -0.327 0.393 0.26
H 0.059 1.452 -1.317 0.014 -0.045 0.732 0.27
H 1.392 -0.617 -0.337 0.050 0.831 -0.039 0.11
H 0.738 -1.216 -1.813 -0.428 -0.738 0.272 0.30
```
Positions in Å, forces in eV/Å.

Output
* energy above the lowest of the compared OMol25 structures with the same formula, charge and spin: 21.1 kcal per mole
* expectation value of S²: 2.014
* total charge: +1
* HOMO level (alpha / beta): -13.86 / -13.85 eV
* electronic energy: -82828.3115 eV
* max |F|: 4.04 eV/A
* E_LUMO (alpha / beta): -6.664 / -9.925 eV
* multiplicity: 3

Entry 7:
Here is a structure of composition C3H4CaO4 in a non-equilibrium geometry from OMol25. Energies are from wB97M-V/def2-TZVPD.

```
12
Properties=species:S:1:pos:R:3:forces:R:3:mulliken_charge:R:1
C -2.302 0.969 -0.133 1.810 1.546 0.406 0.39
C -1.567 -0.040 -0.997 -0.007 -0.268 0.029 -0.44
O -1.406 0.535 -2.298 -0.260 -1.012 -0.952 -0.29
C -1.434 1.839 -2.325 0.581 1.525 1.287 0.81
O -1.672 1.475 0.889 0.211 2.132 -0.697 -0.57
O -1.296 2.479 -3.360 0.114 -0.315 -0.465 -0.54
O -1.599 2.390 -1.159 -1.581 -0.652 -0.957 -0.62
Ca -0.693 2.369 -5.454 0.067 0.073 -0.350 0.71
H -3.401 0.996 -0.167 0.189 0.143 -0.029 0.36
H -2.146 -0.960 -1.128 0.188 0.159 0.046 0.30
H -0.576 -0.244 -0.574 -0.307 0.055 -0.017 0.29
H -1.227 2.499 0.233 -1.005 -3.385 1.699 0.59
```
Positions in Å, forces in eV/Å.

Output
* energy above the lowest of the compared OMol25 structures with the same formula, charge and spin: 45.0 kcal per mole
* expectation value of S²: 0.750
* total charge: +1
* HOMO level (alpha / beta): -9.50 / -14.91 eV
* electronic energy: -29795.1232 eV
* max |F|: 3.92 eV/A
* E_LUMO (alpha / beta): -4.469 / -4.477 eV
* multiplicity: 2

Entry 8:
Here is a structure of composition C3H4CeO4 in a non-equilibrium geometry from OMol25. Energies are from wB97M-V/def2-TZVPD.

```
12
Properties=species:S:1:pos:R:3:forces:R:3:mulliken_charge:R:1
C 0.334 -0.575 -0.603 -4.562 -2.070 -1.161 0.87
O 1.306 -1.091 -1.132 1.684 -0.273 -0.202 -0.69
O -0.123 -0.916 0.592 1.956 1.918 0.495 -0.23
C -1.249 -0.124 0.828 -2.571 -1.876 -0.740 -0.53
O -0.838 -0.151 -1.326 3.107 -0.118 0.287 -0.22
C -1.800 0.093 -0.397 1.139 1.654 1.709 0.15
Ce 3.316 -2.740 -1.098 -1.037 0.908 -0.140 1.85
H -2.663 0.686 -0.689 0.131 -0.450 -0.087 0.40
H -1.730 -0.269 1.790 0.303 0.366 -0.129 0.35
O 1.195 1.719 0.287 -2.950 -0.359 1.059 -0.65
H 1.933 1.575 0.887 -0.192 0.236 0.385 0.33
H 0.317 1.792 0.860 2.993 0.064 -1.475 0.38
```
Positions in Å, forces in eV/Å.

Output
* energy above the lowest of the compared OMol25 structures with the same formula, charge and spin: 48.8 kcal per mole
* expectation value of S²: 2.001
* total charge: +2
* HOMO level (alpha / beta): -16.19 / -16.37 eV
* electronic energy: -24274.1816 eV
* max |F|: 5.14 eV/A
* E_LUMO (alpha / beta): -9.243 / -9.282 eV
* multiplicity: 3

Entry 9:
Here is the molecule C3H4Cl2 in a non-equilibrium geometry from OMol25. Energies are from wB97M-V/def2-TZVPD.

```
9
Properties=species:S:1:pos:R:3:forces:R:3:mulliken_charge:R:1
C -0.515 -0.535 -0.211 2.247 2.153 0.912 -0.68
C 0.314 0.470 0.525 2.539 0.092 -0.426 -0.32
C -0.937 -0.031 1.175 1.700 -3.707 1.789 0.41
Cl -2.330 1.114 1.414 -3.538 3.207 0.216 -0.22
Cl -0.920 -1.297 2.394 0.496 0.078 -0.156 -0.18
H -1.102 -0.245 -0.989 -1.971 1.141 -1.956 0.25
H -0.168 -1.502 -0.320 0.787 -1.886 0.312 0.27
H 1.359 0.081 0.913 -2.353 0.864 -0.602 0.22
H 0.240 1.611 0.363 0.094 -1.942 -0.089 0.24
```
Positions in Å, forces in eV/Å.

Output
* energy above the lowest of the compared OMol25 structures with the same formula, charge and spin: 35.8 kcal per mole
* expectation value of S²: 2.005
* total charge: 0
* HOMO level (alpha / beta): -4.68 / -10.48 eV
* electronic energy: -28213.6847 eV
* max |F|: 4.78 eV/A
* E_LUMO (alpha / beta): 0.956 / -3.981 eV
* multiplicity: 3

Entry 10:
Here is a cluster of 2 separate species, C3H4Cl2O in total in a non-equilibrium geometry from OMol25. Energies are from wB97M-V/def2-TZVPD.

```
10
Properties=species:S:1:pos:R:3:forces:R:3:mulliken_charge:R:1
C -1.920 0.289 0.779 -0.769 -2.603 -1.041 -0.67
C -0.014 -0.418 -0.784 1.607 -1.562 -1.199 -0.02
C -1.280 -0.592 0.031 0.693 -1.256 0.189 0.45
O 0.372 0.526 -1.429 -1.022 -0.177 1.030 -0.41
Cl 4.164 0.779 0.263 -0.078 -1.106 0.212 -0.23
Cl -1.729 -2.321 0.135 0.305 0.824 -0.108 -0.22
H -1.705 1.261 0.524 0.304 2.455 0.322 0.34
H -2.789 -0.121 1.289 0.192 0.815 0.333 0.30
H 0.644 -1.407 -0.850 -1.296 1.518 0.473 0.24
H 4.257 2.003 0.043 0.063 1.092 -0.211 0.23
```
Positions in Å, forces in eV/Å.

Output
* energy above the lowest of the compared OMol25 structures with the same formula, charge and spin: 36.2 kcal per mole
* total charge: 0
* HOMO level: -10.38 eV
* electronic energy: -30266.7079 eV
* max |F|: 2.91 eV/A
* E_LUMO: -0.205 eV
* SMILES string: C=C(Cl)C=O.Cl

Entry 11:
Here is a cluster of 2 separate species, C3H4Cl2O in total in a non-equilibrium geometry from OMol25. Energies are from wB97M-V/def2-TZVPD.

```
10
Properties=species:S:1:pos:R:3:forces:R:3:mulliken_charge:R:1
C 2.686 0.785 0.498 0.159 2.145 3.302 0.42
C -0.173 -0.249 0.841 2.961 -1.608 1.521 -1.00
C 0.870 -0.350 -0.201 -1.844 -3.122 -2.723 -0.20
O 2.784 1.910 0.817 -0.212 0.564 -0.797 -0.33
Cl 3.872 -0.261 0.041 2.335 -1.317 -1.199 -0.09
Cl 1.406 -2.061 -0.357 -0.403 0.776 -0.140 -0.18
H -1.099 -0.467 0.449 -2.337 -0.124 -0.830 0.33
H -0.092 0.670 1.344 -0.373 1.442 0.604 0.30
H 0.059 -1.063 1.601 -0.365 1.076 -0.751 0.32
H 0.768 0.031 -1.242 0.080 0.168 1.014 0.42
```
Positions in Å, forces in eV/Å.

Output
* energy above the lowest of the compared OMol25 structures with the same formula, charge and spin: 15.5 kcal per mole
* expectation value of S²: 2.008
* total charge: 0
* HOMO level (alpha / beta): -6.67 / -10.94 eV
* electronic energy: -30263.1961 eV
* max |F|: 4.53 eV/A
* E_LUMO (alpha / beta): 0.906 / -2.219 eV
* multiplicity: 3

Entry 12:
Here is the molecule C3H4Cl2O3 in a non-equilibrium geometry from OMol25. Energies are from wB97M-V/def2-TZVPD.

```
12
Properties=species:S:1:pos:R:3:forces:R:3:mulliken_charge:R:1
C 1.303 -1.232 -0.017 -3.486 -1.048 0.354 0.58
C -1.653 0.967 -0.068 -0.614 0.348 -2.044 -1.07
C -0.151 0.840 -0.114 1.536 0.680 -0.014 0.56
O 2.417 -0.941 -0.084 3.130 2.483 -0.428 -0.40
O 0.973 -2.519 0.284 -0.926 1.026 0.124 -0.45
O 0.133 -0.511 -0.181 0.016 -1.519 -0.021 -0.21
Cl 0.620 1.689 -1.518 -0.400 -0.136 0.322 -0.16
Cl 0.582 1.532 1.397 -0.213 -0.140 -0.297 -0.18
H -1.923 0.250 0.727 -0.606 0.909 -0.274 0.34
H -2.038 2.039 -0.099 0.779 -1.403 1.038 0.33
H -2.045 0.626 -1.078 0.517 -0.217 1.240 0.31
H 1.782 -2.739 0.751 0.268 -0.981 0.002 0.34
```
Positions in Å, forces in eV/Å.

Output
* energy above the lowest of the compared OMol25 structures with the same formula, charge and spin: 4.4 kcal per mole
* total charge: 0
* HOMO level: -11.10 eV
* electronic energy: -34362.9825 eV
* max |F|: 4.02 eV/A
* E_LUMO: 0.580 eV
* SMILES string: CC(Cl)(Cl)OC(=O)O